## 1
Computed, not measured: a cluster of 3 separate species, CH5O4 in total, with wB97M-V/def2-TZVPD.

```
! RIJCOSX wB97M-V def2-TZVPD def2/J DEFGRID3
* xyz -1 1
O -0.54466 0.05253 2.74646
C -0.84699 -0.45265 1.66469
O -0.39764 -0.19445 0.51549
H -1.63190 -1.24847 1.70375
H -0.29291 -0.74370 -1.13296
H -0.15225 -0.33830 -2.61213
O -0.25715 -1.10773 -2.04753
H 1.01011 0.91935 0.27855
H 1.49407 1.50103 -1.03451
O 1.61932 1.61237 -0.08182
*
```

Results
E_LUMO ... 3.97 eV
M ... 81.0 g/mol

---

## 2
Computed, not measured: a cluster of 3 separate species, CH5O4 in total, with wB97M-V/def2-TZVPD.

```
! RIJCOSX wB97M-V def2-TZVPD def2/J DEFGRID3
* xyz -1 1
O -1.80376 -1.02771 0.18821
C -0.98183 -1.95138 -0.05831
O 0.21635 -1.94688 -0.39180
H -1.42282 -2.94210 0.16834
H -1.42360 0.88102 -0.59013
H -0.81600 2.13062 -0.11227
O -1.58938 1.84584 -0.60791
H 2.42962 1.56166 -0.01608
H 2.74040 0.26069 0.58251
O 2.65104 1.18824 0.83745
*
```

Results
E_LUMO ... 3.80 eV
M ... 81.0 g/mol

---

## 3
Computed, not measured: a cluster of 3 separate species, CH5O4 in total, with wB97M-V/def2-TZVPD.

```
! RIJCOSX wB97M-V def2-TZVPD def2/J DEFGRID3
* xyz -1 1
O 1.42737 -0.18866 -1.93330
C 0.76518 -0.54414 -0.94606
O -0.40925 -0.95191 -0.86742
H 1.28523 -0.59661 0.12278
H 0.80024 1.26945 4.56454
H 0.62685 0.71288 3.19113
O 1.12160 0.51946 4.00390
H -1.67906 0.26064 -1.24255
H -2.73629 1.33270 -1.75051
O -2.50072 0.65683 -1.10431
*
```

Results
E_LUMO ... 3.32 eV
M ... 81.0 g/mol

---

Relative energies, in kJ/mol, with the most stable structure set to zero: 1 0.0; 2 53.5; 3 81.8.